C25H44Cl10NO | wB97M-V/def2-TZVPD

LUMO	1.93	eV
spin multiplicity	1
total charge	-1
frontier orbital gap	0.1351	Ha
E_tot	-5710.62538	Ha
F_max	4.1	eV/A

XYZ file:
```
81
Properties=species:S:1:pos:R:3:forces:R:3
C -1.6739 2.9465 -2.5044 0.660 0.213 1.578
C -0.2128 2.3583 -2.2079 0.665 0.284 -0.443
C 0.0184 0.8389 -2.7157 -0.517 1.809 -1.152
N -1.0067 -0.1431 -2.3013 1.090 -0.363 1.478
C -0.5608 -1.0491 -1.1471 1.014 0.768 -0.313
C 0.1303 -0.1500 0.0148 -1.470 -0.200 0.169
C 0.1128 -0.8983 1.4633 -1.003 0.687 -0.169
C -0.7495 0.0131 2.5044 1.919 -1.070 -0.477
O -0.0720 1.3162 2.6004 0.154 -0.658 -0.178
C 0.4711 -2.0721 -1.8482 0.190 -1.088 0.672
C 2.0158 -1.8895 -1.5754 4.017 0.360 -0.889
C 2.7834 -2.1006 -0.2487 1.900 0.907 -2.280
C 4.3347 -1.8835 -0.0894 -1.540 0.754 -3.478
C 5.2112 -1.4330 -1.3054 -3.686 -0.989 -0.142
C 6.7847 -1.1679 -1.1490 -1.329 0.984 0.319
C 4.4720 -1.2584 -2.6801 -1.699 -0.912 3.157
C 2.9085 -1.4816 -2.8146 2.417 -0.250 3.021
H -1.9864 2.8947 -3.5965 0.440 0.017 1.586
H -1.6700 4.0396 -2.1228 -0.127 -1.584 -0.843
H -2.4044 2.3969 -1.7955 0.887 0.808 -1.449
H 0.5674 3.0036 -2.7725 -1.170 -0.883 0.780
H 0.0542 2.4834 -1.0890 -0.638 -0.349 -1.737
H -0.0240 0.9018 -3.8782 0.214 0.085 1.508
H 1.0994 0.5775 -2.4660 -1.600 -0.108 -0.098
H -1.8836 0.2727 -1.9675 0.737 0.178 -0.439
H 1.1408 0.3077 -0.2511 -0.763 -0.565 0.582
H -0.5899 0.7483 0.1570 1.161 -1.353 -0.338
H -0.4093 -1.9228 1.3408 0.956 1.557 0.172
H 1.1515 -1.0071 1.9256 -1.254 0.025 -0.544
H -1.8359 0.1147 2.1464 1.659 0.129 0.580
H -0.6426 -0.4699 3.5334 -0.663 0.616 -1.275
H 0.8725 1.1862 2.3213 -1.419 -0.004 0.232
H 0.3085 -2.0844 -2.9923 0.284 0.207 1.791
H 0.1709 -3.1372 -1.4988 0.753 1.462 -0.461
H 2.2185 -2.4293 0.6801 0.767 0.480 -1.454
H 4.8145 -2.0278 0.9424 -0.808 0.211 -1.735
H 7.4320 -1.7806 -1.8610 -0.937 0.729 1.093
H 7.0567 -1.3074 -0.0415 -0.213 -0.089 -1.753
H 6.9478 -0.0411 -1.3584 -0.067 -1.807 0.175
H 5.1415 -0.9537 -3.5557 -1.339 -0.537 1.306
H 2.4408 -1.3352 -3.8548 0.680 -0.273 2.013
Cl -3.4942 -2.8150 6.9977 0.021 -0.059 0.120
C -3.5078 -1.5831 5.7089 -0.074 0.223 -0.265
C -3.3220 -2.1902 4.3331 -0.086 0.087 -0.037
Cl -1.6834 -2.8474 4.1037 -0.125 -0.244 0.136
H -2.7306 -0.8503 5.9322 -0.016 -0.179 -0.048
H -4.4750 -1.0804 5.7634 0.078 -0.099 -0.081
H -3.4644 -1.4240 3.5683 0.052 0.009 0.118
H -4.0373 -2.9935 4.1481 0.123 0.067 0.103
Cl 3.2798 0.3379 4.0454 0.035 0.024 -0.036
C 3.0500 1.3345 5.5031 -0.049 0.087 0.166
C 2.0147 2.4224 5.2959 -0.161 -0.151 0.173
Cl 2.5748 3.6764 4.1600 0.002 -0.041 -0.010
H 4.0184 1.7510 5.7862 -0.108 -0.005 -0.136
H 2.7244 0.6600 6.2977 -0.069 0.081 -0.085
H 1.8103 2.9248 6.2437 0.121 -0.058 -0.041
H 1.0749 2.0161 4.9151 0.169 0.026 -0.156
Cl -5.7224 1.4352 5.0768 -0.053 0.030 -0.022
C -6.1711 1.9498 6.7215 0.013 0.041 0.192
C -6.9456 0.8800 7.4656 0.179 0.052 0.116
Cl -8.5686 0.6222 6.7765 0.004 -0.019 -0.024
H -6.7412 2.8769 6.6428 -0.002 -0.175 -0.050
H -5.2404 2.1664 7.2496 -0.083 -0.097 -0.012
H -7.0885 1.1817 8.5050 0.023 0.043 -0.114
H -6.4193 -0.0763 7.4574 -0.076 0.118 -0.091
Cl -3.2954 3.3659 -6.1126 -0.004 0.052 -0.015
C -3.4381 1.6090 -6.3720 -0.037 -0.305 -0.096
C -4.4769 0.9783 -5.4662 -0.067 -0.064 0.034
Cl -3.9758 0.9897 -3.7577 -0.254 -0.069 -0.260
H -2.4531 1.1630 -6.2240 -0.123 0.103 0.136
H -3.7233 1.4665 -7.4164 -0.047 0.027 0.101
H -4.6245 -0.0672 -5.7443 0.109 0.087 -0.044
H -5.4384 1.4900 -5.5404 0.166 0.026 -0.012
Cl 6.3137 -2.3343 -5.9969 0.031 0.017 0.011
C 4.6540 -2.4479 -6.6340 -0.259 -0.060 -0.115
C 4.1082 -1.0973 -7.0531 -0.010 -0.019 -0.116
Cl 3.8242 -0.0264 -5.6590 0.059 0.146 -0.379
H 4.0286 -2.9144 -5.8705 0.122 0.166 0.021
H 4.6922 -3.1151 -7.4975 0.017 0.117 0.028
H 3.1463 -1.2252 -7.5537 0.070 -0.086 0.084
H 4.7846 -0.5861 -7.7406 -0.009 -0.090 0.144
```
Positions in Å, forces in eV/Å.

---

C3H6FNO3 | wB97M-V/def2-TZVPD

LUMO	-0.94	eV
spin multiplicity	1
total charge	0
energy above the lowest of the compared OMol25 structures with the same formula, charge and spin	72.6	kcal per mole
frontier orbital gap	0.3301	Ha
E_tot	-498.12189	Ha
F_max	5.5	eV/A

XYZ file:
```
14
Properties=species:S:1:pos:R:3:forces:R:3
C -1.5555 0.3799 -0.2722 0.526 1.485 -1.517
C -0.0973 0.2294 0.1312 0.166 -1.063 0.896
C 0.4404 -0.9859 0.4794 0.516 1.298 1.962
O 1.5134 -1.2620 1.2425 0.683 1.734 -0.499
N 0.7192 1.4120 0.2911 -1.181 -1.826 -0.662
O 0.1960 2.4523 -0.0408 1.568 0.402 0.670
O 1.9004 1.2062 0.6822 -0.762 1.642 0.035
H -1.6588 -0.1854 -1.2281 -0.306 0.787 0.441
H -1.7533 1.5111 -0.3988 0.211 -2.046 -0.196
H -2.3240 0.0090 0.3972 0.388 -0.216 0.507
H -0.1389 -1.8764 0.4028 -0.536 -0.442 -0.540
H 2.0338 -0.3951 1.4607 -1.398 -1.724 -0.865
F 3.6182 0.2088 -1.0118 2.716 -2.750 -3.918
H 3.2076 0.6377 -0.3914 -2.591 2.718 3.687
```
Positions in Å, forces in eV/Å.

---

C5H6N | wB97M-V/def2-TZVPD

LUMO	-5.60	eV
spin multiplicity	1
total charge	+1
energy above the lowest of the compared OMol25 structures with the same formula, charge and spin	125.6	kcal per mole
frontier orbital gap	0.3308	Ha
E_tot	-248.41548	Ha
F_max	4.5	eV/A

XYZ file:
```
12
Properties=species:S:1:pos:R:3:forces:R:3
C -2.8676 -0.8497 -0.0487 -2.313 -0.039 -0.865
C -2.9119 0.4619 -0.0306 -1.243 -0.615 0.123
C -1.8697 1.1480 -0.0591 1.766 -0.114 0.036
N -0.6518 1.0680 0.0055 3.658 1.929 0.076
C 0.6242 1.2486 0.1440 -2.990 2.566 1.279
C 1.6193 0.2562 -0.0769 -1.868 -3.806 -1.359
H -2.8732 -1.3741 0.8534 0.425 -0.755 1.649
H -3.0696 -1.4588 -0.8934 -0.079 -0.331 -1.025
H 0.9813 2.2272 0.6665 -0.840 -1.487 -1.270
H 2.4788 0.7426 -0.2327 3.489 1.670 -0.878
H 1.7560 -0.2121 0.8770 0.150 -0.679 0.789
H 1.4743 -0.5736 -0.8800 -0.156 1.661 1.446
```
Positions in Å, forces in eV/Å.